Record 1
{"formula": "C27H53N5O8S", "method": "ωB97M-V/def2-TZVPD", "elements": ["C", "C", "C", "C", "O", "S", "O", "O", "C", "C", "C", "C", "C", "C", "C", "C", "H", "H", "H", "H", "H", "H", "H", "H", "H", "H", "H", "H", "H", "H", "H", "H", "H", "H", "C", "O", "N", "C", "C", "H", "H", "H", "H", "H", "H", "H", "C", "O", "N", "C", "C", "H", "H", "H", "H", "H", "H", "H", "C", "O", "N", "C", "C", "H", "H", "H", "H", "H", "H", "H", "C", "O", "N", "C", "C", "H", "H", "H", "H", "H", "H", "H", "C", "O", "N", "C", "C", "H", "H", "H", "H", "H", "H", "H"], "coordinates": [[-2.44239, 3.63915, 3.90755], [-2.97789, 3.78210, 2.41292], [-2.55220, 2.43617, 1.67166], [-2.38224, 2.62927, 0.10871], [-3.55647, 1.44252, 2.02326], [-2.86918, 0.00487, 2.48586], [-2.06683, -0.42979, 1.33484], [-1.92794, 0.40508, 3.80127], [-0.67608, -0.31406, 3.83713], [0.53815, 0.52025, 3.31609], [0.97957, 0.55704, 1.93795], [2.15032, 1.33050, 1.52964], [2.91413, 2.08414, 2.51742], [2.45786, 2.07060, 3.89940], [3.23446, 2.88717, 4.99515], [1.29157, 1.29627, 4.31920], [-1.34203, 3.43966, 3.93768], [-2.64662, 4.55543, 4.51579], [-2.95909, 2.77252, 4.40807], [-4.09470, 3.84463, 2.50245], [-2.51498, 4.66385, 1.91169], [-1.52242, 2.20633, 2.05903], [-1.55638, 1.91705, -0.18520], [-1.98457, 3.66216, -0.11263], [-3.28887, 2.34487, -0.47735], [-0.46435, -0.51889, 4.92367], [-0.68371, -1.29028, 3.28942], [0.44326, -0.01843, 1.14452], [2.46039, 1.33018, 0.45703], [3.81408, 2.64656, 2.18690], [2.98383, 2.52158, 6.02507], [2.92211, 3.96868, 4.95533], [4.33058, 2.75516, 4.82957], [0.98142, 1.27773, 5.39270], [-1.67646, 4.39483, -3.01573], [-1.19763, 4.39339, -1.89721], [-1.40384, 3.48351, -3.97786], [-2.01203, 3.54612, -5.29101], [-0.47052, 2.40698, -3.68286], [-2.39478, 5.16636, -3.33998], [-2.57787, 2.62869, -5.46855], [-1.22778, 3.64154, -6.04570], [-2.68484, 4.40019, -5.36628], [-0.84309, 1.82581, -2.83814], [0.49696, 2.83390, -3.41082], [-0.35327, 1.75754, -4.54856], [5.33916, 2.95614, -0.26662], [5.84530, 2.96906, 0.84078], [5.60089, 2.04544, -1.23230], [4.95705, 2.09300, -2.53069], [6.55641, 0.98764, -0.95811], [4.60054, 3.71426, -0.57613], [4.40131, 1.16624, -2.69009], [5.71978, 2.19782, -3.30578], [4.26914, 2.93591, -2.59125], [6.21320, 0.40524, -0.10081], [7.52377, 1.43047, -0.71280], [6.66095, 0.33669, -1.82468], [-0.28255, -1.64264, -1.62005], [0.16775, -0.84518, -2.42488], [-0.37440, -2.97860, -1.81202], [-0.92430, -3.86063, -0.80320], [0.09229, -3.54540, -3.06695], [-0.66432, -1.32095, -0.63691], [-0.16604, -4.59261, -0.51434], [-1.79304, -4.38003, -1.21514], [-1.23073, -3.29715, 0.07835], [1.14784, -3.31198, -3.19746], [-0.46770, -3.09857, -3.89160], [-0.04712, -4.62586, -3.07210], [2.22026, -4.51105, -5.96824], [2.50724, -3.89014, -4.96301], [2.73044, -5.71800, -6.31170], [2.34031, -6.40079, -7.52926], [3.69856, -6.34616, -5.43119], [1.49535, -4.12294, -6.70318], [1.89973, -7.36719, -7.27373], [3.22402, -6.55729, -8.15208], [1.61140, -5.81302, -8.08641], [3.24826, -6.49526, -4.44785], [4.56439, -5.69036, -5.32102], [4.01536, -7.30526, -5.83789], [-5.94216, -2.44142, 6.95030], [-6.61580, -3.43527, 7.13998], [-5.64347, -1.92123, 5.73547], [-4.83181, -0.72946, 5.58520], [-6.15298, -2.57891, 4.54652], [-5.50700, -1.86679, 7.78521], [-5.41514, 0.03541, 5.06670], [-3.94507, -0.97498, 4.99591], [-4.52090, -0.34539, 6.55649], [-7.24377, -2.60281, 4.58697], [-5.78379, -3.60609, 4.51641], [-5.83115, -2.04776, 3.65169]], "lowdin_charge": [-0.111, -0.165, -0.409, -0.041, -0.312, 0.960, -0.420, -0.359, -0.204, -0.178, -0.040, -0.050, -0.027, -0.235, -0.071, 0.003, 0.070, 0.068, 0.066, 0.115, 0.110, 0.118, 0.075, 0.061, 0.091, 0.130, 0.120, 0.090, 0.098, 0.087, 0.070, 0.084, 0.078, 0.114, -0.337, -0.010, -0.198, -0.063, -0.033, 0.133, 0.089, 0.088, 0.082, 0.079, 0.092, 0.089, -0.358, -0.002, -0.201, -0.057, -0.042, 0.135, 0.091, 0.088, 0.082, 0.093, 0.093, 0.086, -0.341, 0.001, -0.196, -0.056, -0.048, 0.108, 0.088, 0.088, 0.080, 0.071, 0.094, 0.087, -0.340, 0.007, -0.204, -0.061, -0.043, 0.135, 0.089, 0.089, 0.083, 0.093, 0.093, 0.086, -0.356, 0.010, -0.202, -0.059, -0.041, 0.130, 0.094, 0.057, 0.087, 0.093, 0.093, 0.081], "charge": 0, "homo_lumo_gap_ev": 9.2, "homo_ev": -8.7}

***

Record 2
{"formula": "C27H54BrF5N2O14P2V", "method": "ωB97M-V/def2-TZVPD", "elements": ["C", "C", "C", "C", "C", "O", "C", "O", "C", "C", "C", "C", "C", "O", "O", "C", "O", "C", "N", "Br", "C", "C", "C", "C", "F", "F", "C", "F", "F", "F", "P", "C", "C", "C", "P", "O", "O", "O", "H", "H", "H", "H", "H", "H", "H", "H", "H", "H", "H", "H", "H", "H", "H", "H", "H", "H", "H", "H", "H", "H", "H", "H", "H", "H", "H", "H", "H", "H", "H", "H", "H", "H", "H", "H", "H", "H", "H", "O", "C", "N", "C", "H", "H", "H", "H", "H", "O", "C", "O", "C", "C", "C", "H", "H", "H", "H", "H", "H", "H", "H", "O", "V", "O", "O", "H", "H"], "coordinates": [[3.70739, 0.19954, -5.20521], [3.63280, -0.02308, -3.54716], [3.82868, 1.32522, -2.67848], [2.54093, 1.87728, -1.77622], [1.22265, 1.59497, -2.69702], [1.35618, 2.07311, -4.11690], [0.03014, 2.31805, -4.70646], [2.90564, 3.25793, -1.55171], [2.08207, 4.33579, -1.93003], [0.96990, 4.87056, -0.79577], [-0.33410, 5.42986, -1.60896], [-1.72484, 5.50818, -0.74604], [-1.40440, 6.07623, 0.75478], [-1.25516, 5.19597, 1.74728], [-1.20930, 7.51043, 1.09517], [2.47652, 1.18009, -0.24467], [1.33018, 1.45213, 0.52537], [0.05310, 0.93086, 0.48444], [-0.90648, 2.05087, -0.01146], [-0.48896, -0.63593, -0.59923], [-0.47518, 0.76177, 2.07281], [-0.93005, -0.73701, 2.49835], [-2.54801, -1.06916, 2.22342], [-3.16033, -1.95983, 3.48076], [-2.36323, -3.22706, 3.67654], [-3.30871, -1.18774, 4.74355], [-4.67115, -2.44214, 3.03947], [-5.47807, -2.89454, 4.19973], [-4.63918, -3.59443, 2.06606], [-5.43369, -1.34663, 2.35322], [3.10655, -0.66165, -0.27255], [5.01626, -0.73458, 0.13562], [2.40871, -1.76323, 1.10575], [2.42826, -1.19468, 2.62704], [3.76384, 2.22332, 0.81616], [5.16280, 2.44638, 0.15740], [3.02048, 3.73379, 1.40052], [4.15651, 1.41781, 2.35240], [4.21840, 1.22759, -5.47131], [4.18182, -0.72482, -5.74293], [2.57486, 0.28216, -5.57126], [2.71589, -0.70090, -3.28604], [4.58544, -0.71364, -3.33021], [4.82670, 1.23819, -2.08544], [4.01179, 2.20801, -3.46492], [0.29157, 2.23413, -2.30974], [0.94389, 0.45518, -2.84068], [0.05447, 1.80763, -5.78540], [-0.86196, 1.79364, -4.13714], [-0.18346, 3.46700, -4.92289], [2.80198, 5.29065, -2.03685], [1.49700, 4.33348, -2.93673], [1.43351, 5.81446, -0.22841], [0.75373, 4.08309, 0.03835], [-0.58254, 4.87827, -2.61155], [-0.07643, 6.55517, -1.91554], [-2.41069, 6.30933, -1.30586], [-2.25565, 4.46854, -0.79279], [-1.15959, 7.54298, 2.09751], [-0.90928, 2.83704, 0.68480], [-1.82507, 1.55878, -0.05348], [-1.42490, 1.45488, 2.28898], [0.37388, 1.24457, 2.76008], [-0.26879, -1.62281, 2.12570], [-0.84842, -0.77733, 3.69129], [-3.10558, -0.05725, 2.04236], [-2.58294, -1.78260, 1.26696], [5.23283, -0.69690, 1.28479], [5.32530, -1.83676, -0.20740], [5.65419, -0.01460, -0.52156], [1.36752, -2.29252, 0.85937], [3.15832, -2.69949, 1.13010], [2.08236, -0.09145, 2.78008], [3.56044, -1.23673, 3.00444], [1.84980, -1.94604, 3.34869], [2.16671, 3.51518, 1.89572], [3.99917, 2.04027, 3.12036], [1.29550, -4.70150, 1.35092], [0.74475, -5.44924, 2.15071], [-0.52057, -5.19915, 2.58582], [1.40066, -6.67891, 2.70913], [-1.01512, -5.78493, 3.24297], [-0.98365, -4.37570, 2.22341], [2.31103, -6.38773, 3.24025], [1.65475, -7.35267, 1.88629], [0.74410, -7.20869, 3.40498], [-3.58525, -7.65305, -2.48047], [-4.55355, -7.02467, -2.04769], [-4.55973, -5.67333, -2.07956], [-5.69115, -4.85249, -1.73425], [-5.78901, -4.66381, -0.23250], [-5.70161, -7.74543, -1.39841], [-6.61210, -5.25015, -2.17324], [-5.52137, -3.87848, -2.20573], [-5.93551, -5.61485, 0.28559], [-6.62213, -4.00256, 0.02000], [-4.86273, -4.23343, 0.15897], [-5.42269, -8.01454, -0.37892], [-5.90723, -8.65337, -1.97360], [-6.62701, -7.17693, -1.38580], [2.54934, 7.69845, -1.92384], [1.86859, 9.11334, -1.13579], [1.18784, 10.52822, -0.34775], [-0.24929, 2.00906, 4.54409], [0.40098, 1.53784, 5.08647], [-0.03282, 2.94386, 4.67857]], "lowdin_charge": [-0.116, -0.261, -0.130, -0.315, -0.127, -0.272, -0.115, -0.160, -0.163, -0.147, -0.189, -0.097, -0.272, -0.056, -0.006, -0.440, -0.195, -0.764, 0.002, 0.858, -0.156, -0.215, -0.082, -0.178, -0.014, 0.019, -0.142, 0.043, -0.004, 0.022, 1.124, -0.247, -0.421, -0.160, 0.825, -0.311, -0.197, -0.231, 0.087, 0.080, 0.075, 0.087, 0.111, 0.099, 0.148, 0.123, 0.108, 0.113, 0.110, 0.103, 0.137, 0.126, 0.111, 0.081, 0.114, 0.109, 0.140, 0.124, 0.131, 0.061, 0.060, 0.132, 0.099, 0.074, 0.133, 0.138, 0.122, 0.068, 0.083, 0.055, 0.045, 0.112, 0.052, 0.091, 0.105, 0.081, 0.089, 0.005, -0.579, 0.160, -0.004, 0.106, 0.085, 0.090, 0.094, 0.076, 0.075, -0.500, -0.009, -0.223, -0.076, 0.004, 0.117, 0.122, 0.073, 0.089, 0.059, 0.098, 0.097, 0.066, -0.490, 1.269, -0.484, -0.067, 0.059, 0.060], "charge": 1, "homo_lumo_gap_ev": 1.6, "e_above_lowest_ev": 13.251, "homo_ev": -10.4}

***

no.,lowest unoccupied orbital energy (eV),electronic energy (a.u.)
1,0.511,-2334.402274
2,-8.867,-6923.182897